Formula: C32H93N15O11
Source: the OMol25 dataset
Level of theory: the ωB97M-V functional and the def2-TZVPD basis

Structure (XYZ):
```
151
Properties=species:S:1:pos:R:3:mulliken_charge:R:1
C -26.069 -16.422 26.592 0.3635
O -26.598 -15.930 27.606 -0.7687
N -26.172 -15.825 25.440 -0.2091
N -25.446 -17.589 26.496 0.3260
H -25.591 -16.270 24.745 0.0927
H -26.560 -14.899 25.326 0.2090
H -24.883 -17.864 25.704 -0.2067
H -25.508 -18.157 27.329 0.0161
C -26.222 -17.351 17.980 0.7872
O -25.269 -18.107 17.838 -0.5960
N -27.424 -17.412 17.528 -0.4107
N -26.246 -16.412 18.907 -0.1493
H -27.680 -18.063 16.800 0.2517
H -28.080 -16.722 17.865 0.1112
H -27.048 -15.832 19.110 0.2618
H -25.328 -16.152 19.237 -0.1329
C -23.821 -16.806 22.234 0.4777
O -23.454 -16.410 23.341 -0.1953
N -23.549 -16.343 21.068 1.1746
N -24.328 -17.977 22.071 0.0717
H -23.588 -16.975 20.281 -0.8212
H -23.310 -15.369 20.952 -0.7314
H -24.591 -18.470 22.912 -0.1333
H -24.491 -18.419 21.178 -0.0416
C -24.440 -12.400 22.933 0.2506
O -24.969 -11.395 22.547 -0.7165
N -24.974 -13.568 23.329 -0.0614
N -23.173 -12.504 23.007 -0.0712
H -24.416 -14.403 23.437 -0.1203
H -25.980 -13.653 23.292 0.2444
H -22.725 -13.308 23.422 0.3032
H -22.714 -11.617 22.849 0.1939
C -18.710 -15.095 19.449 -1.3885
C -20.078 -14.785 18.864 1.3246
C -20.069 -13.513 17.999 -0.3689
O -19.637 -12.288 18.644 -0.4221
C -20.332 -11.837 19.786 -0.6628
N -20.666 -15.942 18.151 -0.5633
H -18.904 -15.641 20.372 0.2490
H -18.182 -14.189 19.745 0.4202
H -18.163 -15.715 18.738 0.3141
H -20.803 -14.627 19.662 -0.6297
H -21.002 -13.334 17.464 -0.1567
H -19.430 -13.768 17.154 0.3957
H -20.633 -12.576 20.528 0.1654
H -21.203 -11.233 19.530 0.3167
H -19.927 -11.047 20.418 0.4127
H -21.344 -15.728 17.434 -0.0229
H -19.933 -16.502 17.739 0.3550
C -21.946 -23.130 23.028 -1.4369
C -22.678 -21.856 23.591 1.3859
C -22.219 -20.488 23.021 -0.7230
O -22.274 -19.405 23.955 0.1304
C -21.322 -19.499 24.961 -0.8589
N -24.139 -21.967 23.425 -0.5658
H -22.072 -23.322 21.963 0.2096
H -22.215 -24.081 23.487 0.3933
H -20.873 -22.971 23.140 0.4067
H -22.325 -21.641 24.599 -0.2226
H -22.766 -20.076 22.173 -0.0264
H -21.195 -20.559 22.655 0.5097
H -20.916 -18.517 25.202 0.0171
H -20.525 -20.133 24.573 0.4676
H -21.727 -19.978 25.853 0.1282
H -24.590 -21.166 23.843 -0.1577
H -24.561 -22.667 24.018 0.3689
C -24.011 -15.294 16.001 -1.2276
C -24.733 -14.001 16.371 0.9295
C -24.104 -13.155 17.481 -0.9212
O -23.947 -13.934 18.715 0.3320
C -24.152 -13.178 19.961 -0.9246
N -25.290 -13.382 15.211 -0.7157
H -23.150 -15.013 15.395 0.4564
H -24.597 -15.906 15.316 0.5204
H -23.718 -15.906 16.854 -0.1725
H -25.539 -14.370 17.006 -0.1649
H -24.691 -12.245 17.608 0.4305
H -23.112 -12.858 17.140 0.1428
H -24.297 -13.928 20.739 0.0485
H -25.070 -12.596 19.873 0.6015
H -23.262 -12.572 20.133 0.2540
H -24.567 -12.776 14.851 0.3013
H -25.310 -14.127 14.529 0.3369
C -20.172 -15.203 26.134 -2.0488
C -21.576 -15.413 25.894 1.8873
C -22.442 -15.110 27.162 -0.7910
O -22.269 -16.205 27.988 -0.2700
C -22.869 -16.087 29.231 -0.7503
N -21.687 -14.507 24.738 -0.8197
H -19.883 -14.153 26.176 0.4557
H -19.568 -15.560 25.300 0.5045
H -19.958 -15.733 27.062 0.4398
H -21.815 -16.382 25.456 -0.8102
H -23.465 -15.063 26.789 0.2819
H -22.114 -14.205 27.674 0.4498
H -22.754 -16.855 29.996 0.2531
H -23.892 -16.109 28.855 0.2551
H -22.777 -15.054 29.568 0.3382
H -20.758 -14.519 24.341 0.1864
H -22.240 -15.042 24.083 0.2833
C -26.136 -24.917 16.792 -1.5163
C -26.284 -23.671 17.646 0.3432
C -24.953 -23.086 18.110 -0.7434
O -24.970 -21.836 18.968 -0.3630
C -23.676 -21.461 19.208 -0.3704
N -27.186 -22.790 16.865 -0.6691
H -27.047 -25.314 16.345 0.3977
H -25.839 -25.823 17.321 0.3748
H -25.279 -24.784 16.132 0.3204
H -26.861 -23.992 18.514 0.3538
H -24.374 -22.860 17.215 0.3283
H -24.338 -23.869 18.556 0.3671
H -23.025 -22.097 19.808 0.1888
H -23.904 -20.513 19.696 0.0386
H -22.985 -21.205 18.405 0.3215
H -26.682 -22.273 16.158 0.2567
H -27.519 -22.264 17.660 0.3095
C -20.752 -19.614 18.190 -2.1081
C -21.067 -19.227 19.634 1.1202
C -19.704 -18.792 20.248 -0.9086
O -18.947 -19.985 20.531 -0.4154
C -17.590 -19.631 20.791 -0.8276
N -22.014 -18.142 19.426 0.8122
H -19.961 -18.996 17.766 0.2491
H -21.629 -19.638 17.543 0.5755
H -20.271 -20.591 18.239 0.4775
H -21.366 -20.123 20.177 -0.4487
H -19.907 -18.204 21.143 0.4799
H -19.142 -18.113 19.606 0.4762
H -17.030 -20.425 21.286 0.3035
H -17.520 -18.679 21.318 0.3398
H -17.045 -19.468 19.861 0.2910
H -21.499 -17.321 19.142 -0.1739
H -22.595 -18.321 18.620 0.0341
C -28.145 -22.002 24.904 -1.4702
C -27.326 -20.806 25.473 0.5159
C -26.130 -21.329 26.266 -0.2659
O -25.460 -20.264 27.073 -0.2258
C -24.232 -20.747 27.590 -0.5474
N -26.939 -19.822 24.434 -0.4419
H -27.486 -22.789 24.537 0.3063
H -28.850 -21.641 24.155 0.3763
H -28.735 -22.504 25.671 0.4042
H -27.947 -20.260 26.183 0.4279
H -25.367 -21.638 25.550 -0.3412
H -26.522 -22.103 26.926 0.4188
H -24.441 -21.531 28.317 0.3406
H -23.746 -19.885 28.046 0.2190
H -23.542 -21.104 26.825 0.0773
H -27.761 -19.405 24.021 0.2885
H -26.531 -19.085 24.991 0.0963
```

Computed properties:
2S+1 = 1
E_HOMO = -8.88 eV
Charge = 0
Energy above the lowest of the compared OMol25 structures with the same formula, charge and spin = 177.92 kcal per mole
Largest force on an atom = 5.73 eV/A
SMILES = COC[C@H](C)N.COC[C@H](C)N.COC[C@H](C)N.COC[C@H](C)N.COC[C@H](C)N.COC[C@H](C)N.COC[C@H](C)N.NC(N)=O.NC(N)=O.NC(N)=O.NC(N)=O
E_tot = -79560.658 eV